The following is a DFT calculation (the ωB97M-V functional and the def2-TZVPD basis) of the molecule C6H11NO in a non-equilibrium geometry.

Computed properties:
* SMILES: COC1C[C@@H]2N[C@H]2C1
* energy relative to the best compared isomer or geometry (same formula, charge and spin): 167.2 kcal/mol
* orbital gap: 9.7 eV

Structure (XYZ):
```
19
Properties=species:S:1:pos:R:3:mulliken_charge:R:1
O -2.0685 0.2162 -0.4753 -0.4662
N 2.6219 -0.1085 0.3760 -0.6264
C -2.0279 -0.1828 0.9657 -0.6671
C -0.7150 0.2761 -0.7721 -0.0397
C 1.3117 0.5903 0.4031 0.3017
C 0.2895 1.4531 -0.2746 -0.7779
C 1.4671 -0.6387 -0.4667 -0.4338
C -0.0398 -1.1350 -0.5292 -0.4436
H 2.8103 -0.4354 1.2816 0.2559
H -0.1503 -1.7206 -1.5621 0.2020
H -0.6412 0.3364 -1.8507 0.5239
H 1.8746 -0.3228 -1.4109 0.3362
H -1.6164 -1.1983 0.8919 0.2657
H 0.8930 1.7481 -1.2336 0.3071
H -0.4630 -1.7348 0.3080 0.2815
H 0.9119 0.0997 1.3744 0.1422
H -3.0754 -0.2632 1.2433 0.3863
H 0.0034 2.5888 0.0320 0.2632
H -1.3861 0.4313 1.6991 0.1892
```